Entry 1:
A structure of composition F2InNO4S2 at a distorted geometry, computed with ωB97M-V/def2-TZVPD.

Values from the calculation:
Multiplicity: 2
HOMO energy (alpha / beta): -26.368 / -26.209 eV
E_tot: -41909.043 eV
E_LUMO (alpha / beta): -21.4001 / -19.0593 eV
Expectation value of S²: 1.784
Total charge: +3
Frontier orbital gap (alpha / beta): 4.967 / 7.150 eV
F_max: 11.525 eV/A

```
10
Properties=species:S:1:pos:R:3:lowdin_charge:R:1
In 2.7967 2.0163 -0.9507 1.85
N 0.6316 0.3971 -0.0750 -0.25
S 0.1285 -0.5128 1.0971 0.57
O 0.3581 -1.9525 0.9269 0.12
O -0.9767 -0.0904 1.9279 0.02
F 1.4158 -0.2552 2.0214 -0.08
S -0.8450 0.0433 -0.8638 0.70
O -1.9835 0.8986 -0.5411 0.12
O -1.1222 -1.3111 -1.2975 0.04
F -0.4034 0.7666 -2.2453 -0.10
```

Entry 2:
A structure of composition C20H18BrMnN2O6PS4, computed with ωB97M-V/def2-TZVPD.

Values from the calculation:
Multiplicity: 5
HOMO energy (alpha / beta): -4.720 / -4.649 eV
E_tot: -190288.202 eV
ΔE to the lowest compared entry with this formula, charge and spin: 0.000 eV
E_LUMO (alpha / beta): 1.5540 / 0.9993 eV
Expectation value of S²: 6.050
Total charge: -1
Frontier orbital gap (alpha / beta): 6.274 / 5.648 eV
F_max: 0.845 eV/A

```
53
Properties=species:S:1:pos:R:3:lowdin_charge:R:1
Mn -0.0483 1.8655 0.6840 0.00
Br 0.9552 0.5890 -1.2531 0.90
C 1.7423 -0.7645 -0.1509 -0.54
C 2.1592 -1.9316 -0.7132 -0.13
C 2.7378 -2.9102 0.1262 -0.09
C 2.8984 -2.6669 1.4597 -0.05
C 2.4732 -1.4443 2.0391 -0.19
C 2.6277 -1.1739 3.4169 -0.06
C 2.1789 0.0137 3.9281 -0.08
C 1.5125 0.9480 3.1117 -0.11
C 1.2866 0.7401 1.7644 -0.18
C 1.8399 -0.4633 1.2280 -0.23
H 2.0398 -2.1152 -1.7742 0.10
H 3.0561 -3.8540 -0.3009 0.10
H 3.3458 -3.4187 2.1022 0.11
H 3.0929 -1.9196 4.0541 0.11
H 2.3012 0.2228 4.9857 0.10
H 1.1113 1.8429 3.5778 0.10
S 1.0696 4.1435 0.6164 0.06
S -0.4428 5.2881 1.2037 -0.04
S -2.2302 4.4914 0.5581 -0.01
S -1.7953 2.9480 -0.6240 0.05
C -2.2224 1.4657 -3.8709 -0.32
P -0.5381 2.1906 -3.9309 0.73
C -0.9002 3.7021 -4.9125 -0.32
C 0.1887 1.1291 -5.2511 -0.33
H -2.6356 1.2936 -4.8693 0.04
H -2.8813 2.1401 -3.3209 0.01
H -2.1980 0.5203 -3.3252 0.01
H -1.4508 3.4799 -5.8313 0.03
H 0.0336 4.2047 -5.1708 0.03
H -1.4871 4.3923 -4.3041 0.03
H -0.4166 1.1184 -6.1630 0.03
H 0.2716 0.1053 -4.8780 0.03
H 1.1961 1.4737 -5.4957 0.03
O -2.2562 1.0721 4.0837 0.05
C -1.7335 1.0349 2.9777 -0.61
O -1.2654 2.0193 2.3049 -0.18
C -1.5309 -0.3355 2.3337 -0.09
C -0.9973 -1.3663 3.0989 0.08
C -0.6574 -2.5539 2.4778 -0.12
C -0.8481 -2.7927 1.1274 0.08
C -1.4389 -1.7668 0.4192 -0.13
C -1.7845 -0.5439 0.9838 0.04
N -1.6761 -1.9658 -1.0187 -0.35
O -2.3065 -1.1227 -1.6107 0.06
O -1.2774 -2.9909 -1.5279 0.07
N -0.0319 -3.6188 3.2827 -0.35
O 0.3486 -4.6166 2.7061 0.07
O 0.1677 -3.4032 4.4567 0.08
H -0.8206 -1.2159 4.1528 0.14
H -0.5432 -3.7126 0.6615 0.13
H -2.2202 0.2325 0.3741 0.09
```

Entry 3:
A cluster of 10 separate species, C21H47N10O17 in total at a distorted geometry, computed with ωB97M-V/def2-TZVPD.

Values from the calculation:
Multiplicity: 1
HOMO energy: -10.022 eV
E_tot: -72205.824 eV
E_LUMO: -5.6596 eV
Total charge: +1
Frontier orbital gap: 4.362 eV
F_max: 10.448 eV/A

```
95
Properties=species:S:1:pos:R:3:lowdin_charge:R:1
C 4.1224 -14.2203 47.5694 0.03
C 2.8324 -14.7889 47.0964 -0.41
C 1.7496 -14.5716 48.1356 -0.09
C 1.1186 -13.1995 48.1050 -0.11
C 0.6319 -12.8130 46.6872 -0.02
C 1.6486 -13.1011 45.5010 -0.33
N 2.5957 -14.2002 45.7899 0.07
O 3.1478 -14.7614 44.8456 0.20
C 2.4715 -11.8245 45.2581 0.00
C 0.8291 -13.3875 44.2698 -0.01
C 2.9831 -16.3123 46.9650 0.03
H 4.9412 -14.5565 47.0680 0.08
H 4.2581 -14.2485 48.5313 0.07
H 4.1130 -13.2523 47.5563 0.04
H 2.2074 -14.7286 49.0435 0.12
H 0.9427 -15.0461 48.0723 0.04
H 1.9318 -12.5307 48.3733 0.11
H 0.4441 -13.0254 48.8213 0.06
H 0.4638 -11.9205 46.7829 0.04
H -0.2561 -13.2492 46.7215 0.09
H 1.9206 -11.0065 45.0084 0.05
H 2.9393 -11.8796 44.3016 0.07
H 3.1787 -11.1915 46.0156 0.16
H 0.3795 -14.3251 43.8931 0.09
H 1.5066 -13.2390 43.4824 0.04
H 0.1791 -12.6569 43.8708 0.08
H 2.1293 -16.7378 46.6665 0.03
H 3.2607 -16.7035 47.9628 0.13
H 3.7119 -16.5203 46.0967 0.11
N 5.8827 -11.6174 45.4283 -0.07
C 6.2575 -11.1747 46.7257 -0.07
C 7.2606 -12.2239 47.1967 -0.09
C 7.3364 -13.2599 46.2375 -0.08
C 6.4683 -12.7351 45.0785 -0.16
H 5.1751 -11.1092 44.7576 0.19
H 5.8642 -10.2809 47.0981 0.06
H 7.7099 -12.0440 48.0879 0.04
H 7.9773 -14.1775 46.4277 0.11
H 6.4139 -13.1777 44.0336 0.12
C -1.9090 -17.8977 48.1535 0.06
N -1.8221 -16.4615 47.7952 -0.45
O -1.7265 -15.6736 48.7345 0.03
O -1.8365 -16.0507 46.6577 0.06
H -2.3964 -17.8416 49.2213 0.15
H -0.9181 -18.2698 48.1307 0.08
H -2.4859 -18.3214 47.2815 0.12
C 2.5447 -11.8255 53.0093 -0.01
N 1.6581 -11.2824 52.0141 -0.46
O 1.2967 -10.1558 52.1866 0.10
O 1.5259 -11.9545 50.9443 -0.01
H 2.0204 -11.3572 53.8486 0.10
H 3.5333 -11.2257 52.8897 0.13
H 2.8351 -13.0662 52.8906 0.18
C -0.9308 -17.0622 43.0424 0.06
N 0.3710 -17.5752 43.5667 -0.36
O 1.1240 -16.6273 43.9768 -0.02
O 0.4651 -18.7915 43.7261 0.10
H -0.6282 -16.4635 42.2092 0.07
H -1.4457 -16.4619 43.7419 0.08
H -1.4034 -18.0004 42.7858 0.10
C 0.8943 -9.6904 40.7259 0.00
N 0.4512 -9.8460 42.0485 -0.46
O -0.5136 -10.5721 42.2879 0.04
O 0.8580 -9.0124 42.8425 0.08
H 1.7820 -9.0464 40.6504 0.11
H 0.1730 -9.0699 40.1469 0.13
H 1.0388 -10.7633 40.2137 0.14
C -1.6206 -13.9980 51.5019 0.03
N -1.0426 -14.2618 52.8052 -0.38
O 0.1233 -13.8242 52.9545 0.02
O -1.6478 -14.8819 53.7025 0.07
H -2.2704 -14.8589 51.3475 0.10
H -0.9415 -13.7620 50.6495 0.10
H -2.1922 -13.1883 51.4552 0.06
C 4.2505 -18.4206 43.4494 0.01
N 3.6882 -19.7978 43.5764 -0.41
O 3.8019 -20.4978 44.6570 0.00
O 2.9248 -20.1797 42.7132 0.05
H 3.3615 -17.7305 43.4632 0.06
H 4.9407 -18.5593 42.5238 0.14
H 4.6130 -17.9399 44.4471 0.11
C 2.8193 -14.0185 40.8301 0.04
N 4.0584 -14.7427 41.2369 -0.45
O 3.9581 -15.7385 41.7345 0.13
O 5.1123 -14.0395 41.2659 0.01
H 2.0853 -14.6615 41.1615 0.05
H 2.8128 -13.7125 39.7960 0.10
H 2.5812 -13.1732 41.4904 0.09
C -2.1729 -12.9469 40.0541 0.03
N -0.9066 -13.3925 40.5726 -0.41
O -0.9023 -14.0486 41.6141 0.05
O 0.1309 -13.0010 40.0516 0.04
H -3.0324 -13.5523 40.5478 0.14
H -2.3195 -13.1209 38.9256 0.14
H -2.2089 -11.9429 40.3147 0.07
```

Entry 4:
A structure of composition C4F5N3SbSe4Tc, computed with ωB97M-V/def2-TZVPD.

Values from the calculation:
Multiplicity: 1
HOMO energy: -16.137 eV
E_tot: -292305.476 eV
ΔE to the lowest compared entry with this formula, charge and spin: 0.243 eV
E_LUMO: -9.6140 eV
Total charge: +2
Frontier orbital gap: 6.523 eV
F_max: 0.162 eV/A

```
18
Properties=species:S:1:pos:R:3:lowdin_charge:R:1
Tc 0.9827 0.2398 0.6574 0.59
Se -3.7691 4.7766 1.1805 0.29
Sb -4.7579 2.7919 1.5957 0.44
Se 1.7467 2.2385 0.3794 0.52
Se -0.6795 0.2142 2.0427 0.44
Se -5.7843 0.8242 2.0009 0.29
N 2.1151 -1.1775 0.5333 -0.10
C 2.9263 -2.1117 0.5293 -0.16
N 3.6818 -3.0015 0.5334 0.24
C 4.5415 -3.9868 0.5084 -0.21
N 5.2984 -4.8522 0.4915 0.25
F -0.7002 -1.1847 -1.0657 0.08
C -0.1550 0.0456 -1.1271 -0.54
F 0.7337 0.0742 -2.1349 0.09
C -1.2863 1.0552 -1.4669 -0.62
F -1.8542 0.7186 -2.6066 0.22
F -2.2322 1.0425 -0.4960 0.05
F -0.8074 2.2929 -1.5553 0.13
```

Question: Which formula does entry 1 have?
Answer: F2InNO4S2

Question: What is the E_tot in the third record?
Answer: -72205.824 eV

Repeat the fourth record exactly.
A structure of composition C4F5N3SbSe4Tc, computed with ωB97M-V/def2-TZVPD.

Values from the calculation:
Multiplicity: 1
HOMO energy: -16.137 eV
E_tot: -292305.476 eV
ΔE to the lowest compared entry with this formula, charge and spin: 0.243 eV
E_LUMO: -9.6140 eV
Total charge: +2
Frontier orbital gap: 6.523 eV
F_max: 0.162 eV/A

```
18
Properties=species:S:1:pos:R:3:lowdin_charge:R:1
Tc 0.9827 0.2398 0.6574 0.59
Se -3.7691 4.7766 1.1805 0.29
Sb -4.7579 2.7919 1.5957 0.44
Se 1.7467 2.2385 0.3794 0.52
Se -0.6795 0.2142 2.0427 0.44
Se -5.7843 0.8242 2.0009 0.29
N 2.1151 -1.1775 0.5333 -0.10
C 2.9263 -2.1117 0.5293 -0.16
N 3.6818 -3.0015 0.5334 0.24
C 4.5415 -3.9868 0.5084 -0.21
N 5.2984 -4.8522 0.4915 0.25
F -0.7002 -1.1847 -1.0657 0.08
C -0.1550 0.0456 -1.1271 -0.54
F 0.7337 0.0742 -2.1349 0.09
C -1.2863 1.0552 -1.4669 -0.62
F -1.8542 0.7186 -2.6066 0.22
F -2.2322 1.0425 -0.4960 0.05
F -0.8074 2.2929 -1.5553 0.13
```

Question: Among the records above, which one has the highest multiplicity?
Answer: C20H18BrMnN2O6PS4